18
Properties=species:S:1:pos:R:3:forces:R:3 method="wB97M-V/def2-TZVPD" orbital_gap_ev=6.0 fmax_ha_per_bohr=0.1059 homo_energy_ev=-5.90 total_charge=0 de_lowest_ev=1.1085 energy_ha=-929.9561
I 0.84813 3.25382 -0.71597 1.4244 4.6550 -1.3620
O 0.04930 -2.37165 -0.20567 0.9951 -0.8282 0.1606
C 1.29367 -1.63730 -0.53069 -4.4419 2.8356 1.3734
C 0.22799 0.67750 1.77244 -0.1305 -1.6829 0.3719
C -1.78549 0.83065 -0.29789 1.0035 -1.9462 1.3299
C 0.65454 -0.33052 -1.16626 3.1491 -1.2563 -0.1644
S 0.06532 0.92066 -0.03097 -2.6422 -2.1191 0.4251
H -0.63114 -1.84729 0.28227 1.4353 -0.1617 -0.6322
H 1.85371 -1.40161 0.38261 0.0204 -0.1584 -0.2720
H 1.90383 -2.07781 -1.26034 0.3978 -1.3394 -0.8252
H -0.36313 -0.18150 2.09148 0.3480 -0.2193 0.2296
H -0.24172 1.52659 2.24463 -0.1607 0.6754 -0.4642
H 1.26638 0.65089 2.17239 -0.6086 -0.1343 -0.9172
H -2.31012 1.53459 0.27481 -0.0632 1.5670 0.9554
H -2.19365 -0.12211 0.08041 0.3078 0.0361 -0.5618
H -2.03687 1.01201 -1.31161 0.3156 -0.0114 -1.0606
H -0.00530 -0.62071 -1.95998 -1.2666 -0.2869 0.3028
H 1.40453 0.18378 -1.82165 -0.0830 0.3751 1.1109